1.
Below is C5H11N3 in the gas phase at a distorted geometry, with properties calculated with ωB97M-V/def2-TZVPD.

The geometry in XYZ format:
```
19
Properties=species:S:1:pos:R:3:nbo_charge:R:1
H 3.195 -1.038 0.358 0.188
N -0.962 1.962 0.109 -0.831
H 1.031 0.435 1.390 0.284
H -0.977 0.934 1.871 0.168
C 0.221 -0.972 -0.387 0.206
C -0.556 -1.727 -1.170 -0.562
H 3.397 -0.072 -1.117 0.219
H -1.780 2.478 0.427 0.365
N -2.305 0.194 0.567 -0.833
H -2.444 -0.691 1.047 0.358
H -1.577 -1.947 -0.888 0.204
H -2.505 0.069 -0.418 0.360
C 0.404 -0.155 0.726 -0.216
H 2.948 0.729 0.380 0.207
C 2.797 -0.185 -0.208 -0.404
N 1.372 -0.302 -0.550 -0.395
H -0.158 -2.193 -2.058 0.220
H -1.108 1.768 -0.879 0.349
C -0.992 0.713 0.799 0.114
```

Summary:
Calculated total energy in hartree: -361.178150
HOMO level in hartree: -0.3019
Gap between HOMO and LUMO in eV: 9.19
Charge: 0
2S+1: 1
SMILES: C=C1[C@H](C(N)N)N1C



2.
Below is C5H11N3 in the gas phase at a distorted geometry, with properties calculated with ωB97M-V/def2-TZVPD.

The geometry in XYZ format:
```
19
Properties=species:S:1:pos:R:3:nbo_charge:R:1
C 2.131 0.772 0.284 -0.719
C -0.591 -0.314 0.343 -0.308
C -0.488 -0.412 -1.064 0.540
H -0.640 1.186 1.887 0.228
H 2.568 -1.367 1.605 0.334
H -2.213 0.825 1.143 0.222
N 0.162 -0.058 -2.059 -0.636
N 1.595 -1.418 1.274 -0.662
C 1.232 -0.373 0.651 0.358
H -2.301 -1.801 -1.699 0.357
H 3.039 0.775 0.899 0.217
H -2.938 -0.714 -0.699 0.358
H -1.031 1.811 0.280 0.223
H 2.432 0.688 -0.763 0.257
C -1.146 0.954 0.946 -0.611
H -0.375 -0.191 -2.919 0.389
H -0.881 -1.242 0.831 0.262
H 1.622 1.729 0.422 0.224
N -2.177 -0.849 -1.362 -1.032
```

Summary:
Calculated total energy in hartree: -361.266502
HOMO level in hartree: -0.3095
Gap between HOMO and LUMO in eV: 9.39
Charge: 0
2S+1: 1
SMILES: [H]/N=C(\N)[C@H](C)/C(C)=N/[H]



3.
Below is C5H11N3 in the gas phase at a distorted geometry, with properties calculated with ωB97M-V/def2-TZVPD.

The geometry in XYZ format:
```
19
Properties=species:S:1:pos:R:3:nbo_charge:R:1
C 2.593 0.526 -1.547 -0.628
C 0.414 -0.009 -0.376 0.452
H 0.719 -0.926 1.217 0.330
H 0.515 0.095 -2.412 0.214
H -0.588 -1.609 1.786 0.223
N -0.847 0.374 -0.187 -0.629
H -1.297 0.762 -1.077 0.416
H 0.590 1.788 -1.686 0.217
C 0.993 0.687 -1.601 -0.456
N -3.044 0.477 0.533 -0.670
H -3.623 0.153 1.373 0.339
H 2.741 -0.516 -1.114 0.255
C -1.394 -0.895 1.990 -0.713
H -2.239 -1.606 2.253 0.239
H 2.930 1.040 -0.703 0.211
H 3.168 0.793 -2.413 0.211
N 1.186 -0.708 0.342 -0.715
C -1.837 -0.040 0.725 0.454
H -0.979 -0.386 2.896 0.249
```

Summary:
Calculated total energy in hartree: -361.330351
HOMO level in hartree: -0.3383
Gap between HOMO and LUMO in eV: 10.01
Charge: 0
2S+1: 1
SMILES: [H]/N=C(/CC)N/C(C)=N/[H]



4.
Below is C5H11N3 in the gas phase at a distorted geometry, with properties calculated with ωB97M-V/def2-TZVPD.

The geometry in XYZ format:
```
19
Properties=species:S:1:pos:R:3:nbo_charge:R:1
H 3.705 0.117 -1.019 0.395
C -0.434 0.013 0.463 0.233
N 2.811 -0.352 -0.917 -0.809
H -0.352 -0.641 2.516 0.218
H -0.492 1.107 2.309 0.228
H -2.136 -1.622 -1.335 0.177
N 2.225 1.612 0.041 -0.736
H -3.590 -0.776 -0.770 0.210
N -1.845 -0.304 0.280 -0.621
C -2.516 -0.669 -0.950 -0.409
H 1.052 0.288 2.059 0.248
H 0.068 -0.111 -1.626 0.216
H -2.382 0.103 -1.714 0.199
C 1.845 0.481 -0.451 0.430
C 0.353 0.101 -0.606 -0.402
C -0.026 0.205 1.900 -0.665
H 1.416 2.127 0.403 0.335
H 2.569 -0.957 -1.689 0.379
H -2.272 -0.723 1.106 0.374
```

Summary:
Calculated total energy in hartree: -361.361120
HOMO level in hartree: -0.2971
Gap between HOMO and LUMO in eV: 9.00
Charge: 0
2S+1: 1
SMILES: [H]/N=C(N)\C=C(/C)NC



5.
Below is C5H11N3 in the gas phase at a distorted geometry, with properties calculated with ωB97M-V/def2-TZVPD.

The geometry in XYZ format:
```
19
Properties=species:S:1:pos:R:3:nbo_charge:R:1
H 1.298 1.303 -1.305 0.156
H 0.202 -1.486 1.931 0.182
H -2.572 -0.883 -1.624 0.399
H -1.460 2.213 -1.137 0.226
H 1.262 -0.076 1.954 0.217
H 0.690 -2.191 -0.900 0.186
N -2.283 -0.683 -0.674 -0.834
H -2.269 -1.479 -0.047 0.395
H -0.490 0.149 2.029 0.211
H 2.035 -1.656 0.101 0.214
N 0.255 -0.404 0.123 -0.449
H 0.465 2.428 1.236 0.315
C -1.250 0.154 -0.538 0.363
C 1.205 -1.302 -0.522 -0.419
H 1.704 -0.827 -1.369 0.203
C 0.677 1.462 -0.414 0.183
C -0.861 1.361 -0.856 -0.329
C 0.303 -0.454 1.582 -0.424
N 1.092 2.372 0.429 -0.794
```

Summary:
Calculated total energy in hartree: -361.231097
HOMO level in hartree: -0.2790
Gap between HOMO and LUMO in eV: 8.23
Charge: 0
2S+1: 1
SMILES: [H]/N=C\C=C(\N)N(C)C



6.
Below is 2 unconnected molecules or ions with the total composition C5H11N3 at a distorted geometry, with properties calculated with ωB97M-V/def2-TZVPD.

The geometry in XYZ format:
```
19
Properties=species:S:1:pos:R:3:nbo_charge:R:1
C 1.751 0.709 0.401 0.132
H 3.288 0.228 -0.624 0.350
C -1.139 -1.869 -1.596 -0.697
H -0.255 -1.941 -2.235 0.235
N -0.902 -1.835 0.870 -0.686
H -1.093 1.610 2.123 0.376
H -0.808 3.071 0.212 0.191
C 0.204 1.260 0.637 0.080
C -0.081 2.338 -0.115 -0.462
N -0.256 1.073 1.928 -0.827
H -0.363 0.079 2.143 0.406
H -1.215 -2.812 0.788 0.335
N 2.341 0.608 -0.724 -0.639
H -0.035 -0.262 -0.324 0.206
H 0.478 2.575 -1.013 0.220
H 2.254 0.535 1.365 0.169
H -1.564 -2.871 -1.485 0.209
H -1.862 -1.204 -2.075 0.235
C -0.743 -1.293 -0.277 0.165
```

Summary:
Calculated total energy in hartree: -361.277923
HOMO level in hartree: -0.3035
Gap between HOMO and LUMO in eV: 9.23
Charge: 0
2S+1: 1
SMILES: [H]/N=C/C(=C)N.[H]/N=C\C



7.
Below is C5H11N3 in the gas phase at a distorted geometry, with properties calculated with ωB97M-V/def2-TZVPD.

The geometry in XYZ format:
```
19
Properties=species:S:1:pos:R:3:nbo_charge:R:1
H 1.699 2.258 0.269 0.319
C 0.131 -0.650 0.239 -0.365
C -0.937 -0.628 1.329 -0.592
H -2.107 1.056 -1.034 0.184
C -1.280 1.154 -1.742 -0.411
N -0.059 1.515 -1.062 -0.618
N 1.518 1.309 0.604 -0.737
H 0.180 2.497 -1.119 0.388
C 1.277 -1.511 0.712 0.162
C 0.562 0.777 -0.090 0.477
H 1.940 -1.108 1.497 0.183
H -1.162 0.219 -2.297 0.201
H -0.660 0.041 2.152 0.223
H -1.100 -1.626 1.751 0.224
H -1.545 1.936 -2.460 0.213
H -0.283 -1.123 -0.658 0.230
H 2.270 -3.129 0.721 0.336
H -1.893 -0.275 0.929 0.209
N 1.452 -2.712 0.259 -0.624
```

Summary:
Calculated total energy in hartree: -361.355869
HOMO level in hartree: -0.3251
Gap between HOMO and LUMO in eV: 9.66
Charge: 0
2S+1: 1
SMILES: [H]/N=C(\NC)[C@H](C)/C=N/[H]



8.
Below is C5H11N3 in the gas phase at a distorted geometry, with properties calculated with ωB97M-V/def2-TZVPD.

The geometry in XYZ format:
```
19
Properties=species:S:1:pos:R:3:nbo_charge:R:1
H -1.118 2.393 -0.062 0.201
C 0.226 -0.417 -0.601 -0.051
H -1.058 0.418 1.869 0.159
H -1.918 -0.722 1.124 0.210
H 0.659 1.981 -0.086 0.175
N -0.845 0.394 -0.398 -0.425
N 1.416 -0.111 0.628 -0.467
H -0.701 -2.257 -1.454 0.214
H 0.627 -0.262 -1.597 0.201
N 3.664 0.303 -0.112 -0.205
C -0.089 -1.888 -0.644 -0.639
H -0.412 2.126 -1.503 0.201
C -1.561 0.249 0.905 -0.468
H 1.192 -0.156 1.602 0.382
H -0.617 -2.259 0.171 0.201
H -2.498 0.722 1.021 0.217
C 2.603 0.091 0.233 0.301
H 0.760 -2.407 -0.537 0.207
C -0.330 1.800 -0.561 -0.414
```

Summary:
Calculated total energy in hartree: -361.076337
HOMO level (alpha / beta) in hartree: -0.1365 / -0.3558
<S²>: 2.03
Gap between HOMO and LUMO (alpha / beta) in eV: 4.64 / 6.45
Charge: 0
2S+1: 3



9.
Below is a gas-phase ion, C5H11N3 (charge +2) at a distorted geometry, with properties calculated with ωB97M-V/def2-TZVPD.

The geometry in XYZ format:
```
19
Properties=species:S:1:pos:R:3:nbo_charge:R:1
C -2.014 0.575 -0.932 -0.377
H 3.068 1.577 0.270 0.445
C 1.549 0.289 -0.117 0.547
C 1.184 -1.223 -0.166 -0.274
H -2.673 0.011 1.284 0.272
H -2.628 -0.258 -1.466 0.285
C -2.073 0.570 0.674 -0.451
N 2.816 0.658 -0.042 -0.691
H -0.770 -1.932 -0.414 0.467
H 1.407 -1.756 -1.203 0.316
H -1.782 1.522 -1.362 0.268
H 3.529 0.085 0.316 0.446
H 1.683 -1.738 0.614 0.274
N -0.306 -1.282 0.150 -0.517
C -0.905 0.003 -0.017 0.249
N 0.438 0.934 0.016 -0.504
H -2.064 1.583 1.237 0.294
H 0.145 1.916 0.001 0.470
H -0.603 -1.535 1.156 0.482
```

Summary:
Calculated total energy in hartree: -360.659224
HOMO level in hartree: -0.7143
Gap between HOMO and LUMO in eV: 11.59
Charge: +2
2S+1: 1
SMILES: [NH2+]=C1C[NH2+]C2(CC2)N1



10.
Below is a gas-phase ion, C5H11N3 (charge +2) at a distorted geometry, with properties calculated with ωB97M-V/def2-TZVPD.

The geometry in XYZ format:
```
19
Properties=species:S:1:pos:R:3:nbo_charge:R:1
H 1.700 0.463 -1.618 0.229
H 1.789 -0.041 1.417 0.241
C 0.421 -0.286 -0.017 -0.037
C -0.123 1.059 -0.082 0.726
H 0.276 -0.582 2.127 0.255
C 0.933 -0.679 1.331 -0.606
N -0.816 -1.180 -0.187 -0.481
H 1.999 -1.181 -1.094 0.267
H -2.952 -1.375 0.031 0.320
N 0.238 2.235 -0.109 -0.663
H 0.708 -0.640 -2.217 0.265
H 1.266 2.443 -0.356 0.495
N -2.177 0.609 0.324 -0.514
C -1.967 -0.654 0.091 0.358
H -0.733 -1.982 -0.746 0.461
C 1.315 -0.457 -1.309 -0.585
H 1.184 -1.807 1.389 0.293
H -2.642 0.995 1.140 0.466
H -0.421 3.061 -0.115 0.511
```

Summary:
Calculated total energy in hartree: -360.585387
HOMO level in hartree: -0.7340
Gap between HOMO and LUMO in eV: 9.36
Charge: +2
2S+1: 1



11.
Below is a molecular structure, C5H11N3O at a distorted geometry, with properties calculated with ωB97M-V/def2-TZVPD.

The geometry in XYZ format:
```
20
Properties=species:S:1:pos:R:3:nbo_charge:R:1
N -0.035 0.557 -1.819 -0.409
H -1.164 -1.526 1.801 0.199
C -1.325 0.911 0.860 -0.390
H 4.096 -0.483 1.640 0.462
C 0.268 0.095 -0.759 0.369
C 1.721 -0.124 -0.517 -0.030
H -0.109 -2.409 1.159 0.238
N -0.595 -0.192 0.346 -0.519
H -1.764 1.556 -2.531 0.175
H -2.233 0.363 1.561 0.194
O 3.491 -0.401 0.551 -0.506
C -0.419 -1.212 1.208 -0.394
H -1.395 0.044 -3.256 0.196
H -1.959 0.296 -1.318 0.204
H -0.603 1.403 1.582 0.180
H 2.440 -0.351 -1.541 0.192
C -1.511 0.745 -2.176 -0.396
N 2.229 -0.171 0.672 -0.100
H 0.467 -0.839 2.153 0.123
H -1.601 1.738 0.383 0.211
```

Summary:
Calculated total energy in hartree: -436.283810
HOMO level in hartree: -0.3039
Gap between HOMO and LUMO in eV: 8.58
Charge: 0
2S+1: 1



12.
Below is 2 unconnected molecules or ions with the total composition C5H11N3O at a distorted geometry, with properties calculated with ωB97M-V/def2-TZVPD.

The geometry in XYZ format:
```
20
Properties=species:S:1:pos:R:3:nbo_charge:R:1
H -2.084 1.186 -0.598 0.220
H 1.668 1.386 -0.357 0.228
H 2.767 -1.380 -1.831 0.477
N -1.056 -2.097 0.534 -0.716
C 0.616 1.290 -0.624 -0.676
N 0.913 -0.945 -2.100 0.052
H -1.147 -3.091 0.334 0.369
H 1.427 0.024 1.598 0.222
N -0.202 -1.294 -1.583 -0.272
H -0.168 -0.465 2.189 0.242
C -0.505 -1.412 -0.337 0.470
H 0.772 0.537 -1.572 0.271
O 1.997 -1.419 -1.249 -0.612
C 0.387 0.332 1.695 -0.664
H -1.788 1.968 0.960 0.215
H -2.261 0.269 0.912 0.236
C -0.219 0.649 0.354 0.152
C -1.677 1.033 0.401 -0.664
H 0.212 2.204 -1.055 0.233
H 0.348 1.225 2.329 0.217
```

Summary:
Calculated total energy in hartree: -436.443643
HOMO level (alpha / beta) in hartree: -0.3153 / -0.3153
Gap between HOMO and LUMO (alpha / beta) in eV: 8.69 / 8.69
Charge: 0
2S+1: 1



What relative energy (zero: lowest compared OMol25 entry of this formula, charge and spin) values result from the calculations? In sequence: 554.6, 322.6, 155.0, 74.2, 415.6, 292.7, 88.0, 227.4, 376.8, 570.7, 953.6, 534.0 kJ/mol.